No. 1
Molecular formula: C4H8AuO
Method: DFT, ωB97M-V with the def2-TZVPD basis set

Structure (ORCA input):
```
! RIJCOSX wB97M-V def2-TZVPD def2/J DEFGRID3
* xyz 1 3
H 1.08 1.25 -0.26
C 0.16 1.24 0.63
C -0.57 0.11 1.45
C 0.12 -0.55 0.38
H 0.35 2.11 1.26
H -0.44 1.27 -0.29
H -1.66 0.16 1.36
H -0.17 0.00 2.46
H 1.18 -0.75 0.54
C -0.38 -1.02 -0.95
O 0.34 -0.38 -1.93
Au 1.80 -0.57 -2.84
H -1.45 -0.75 -1.02
H -0.35 -2.12 -0.81
*
```

Energy = -10001.4757 eV



No. 2
Molecular formula: C4H8B2
Method: DFT, ωB97M-V with the def2-TZVPD basis set

Structure (ORCA input):
```
! RIJCOSX wB97M-V def2-TZVPD def2/J DEFGRID3
* xyz 0 1
B -0.83 1.85 0.04
B 2.29 -0.62 -1.05
C 0.00 -0.46 1.45
C -1.31 -0.95 -0.31
C -0.85 0.31 0.43
C 0.18 -0.72 -0.03
H -0.22 2.54 0.80
H -1.38 2.08 -1.00
H 2.84 -1.50 -0.56
H 2.56 0.27 -1.69
H 0.75 -0.03 2.12
H -0.55 -1.19 2.19
H -1.97 -1.62 0.18
H -1.60 -0.83 -1.44
*
```

Energy = -5623.2729 eV
Relative energy (zero: lowest compared OMol25 entry of this formula, charge and spin) = 407.3 kJ/mol



No. 3
Molecular formula: C4H8B2NO8
Method: DFT, ωB97M-V with the def2-TZVPD basis set

Structure (ORCA input):
```
! RIJCOSX wB97M-V def2-TZVPD def2/J DEFGRID3
* xyz -1 1
B -0.58 -1.43 -1.62
B -0.85 2.07 0.63
C -1.78 -0.27 0.38
C 2.18 0.18 0.80
C -1.50 -1.38 -0.42
C 1.21 -0.74 1.43
N 0.70 -1.82 0.98
O -0.89 0.84 0.08
O 2.23 0.24 -0.55
O -2.61 -0.12 1.26
O 2.97 0.84 1.45
O 0.12 -0.30 -2.09
O -0.34 -2.60 -2.32
O 0.22 2.88 0.31
O -1.81 2.62 1.43
H -2.08 -2.25 -0.14
H 0.94 -0.46 2.44
H 1.00 -2.08 0.04
H 1.46 -0.17 -1.02
H -0.24 0.45 -1.61
H 0.26 -2.45 -3.04
H 0.93 2.44 -0.16
H -1.57 3.49 1.73
*
```

Energy = -23509.1526 eV
Relative energy (zero: lowest compared OMol25 entry of this formula, charge and spin) = 0.0 kJ/mol



No. 4
Molecular formula: C4H8BBaBrO
Method: DFT, ωB97M-V with the def2-TZVPD basis set

Structure (ORCA input):
```
! RIJCOSX wB97M-V def2-TZVPD def2/J DEFGRID3
* xyz 2 1
C -1.92 0.77 -0.48
C -0.45 0.02 -0.73
B -0.05 -0.63 0.77
C 1.42 -0.38 1.46
C 2.57 -0.45 0.26
O 2.98 -1.63 -0.24
Br 3.34 1.34 -0.33
H -1.81 1.35 0.55
H -2.68 -0.12 -0.26
H -2.25 1.45 -1.38
H 0.33 0.82 -1.10
H -0.53 -0.81 -1.57
H -0.90 -1.25 1.33
H 1.65 -1.21 2.29
H 1.39 0.67 2.01
Ba -3.07 0.09 -2.58
*
```

Energy = -77716.8477 eV



No. 5
Molecular formula: C4H8BCsF4O2S
Method: DFT, ωB97M-V with the def2-TZVPD basis set

Structure (ORCA input):
```
! RIJCOSX wB97M-V def2-TZVPD def2/J DEFGRID3
* xyz 0 1
Cs 19.60 11.83 -5.87
B 22.23 12.84 -5.28
F 23.09 13.84 -5.66
F 22.13 12.69 -3.96
F 20.99 13.25 -5.87
F 22.74 11.70 -5.97
C 20.64 16.16 -5.51
C 20.70 16.16 -3.97
C 19.97 14.81 -3.54
S 18.51 14.67 -4.74
O 17.44 15.56 -4.25
O 18.35 13.19 -4.90
C 19.39 15.45 -6.21
H 21.33 15.45 -5.98
H 20.83 17.06 -6.10
H 20.08 16.95 -3.55
H 21.74 16.36 -3.71
H 19.56 14.86 -2.53
H 20.57 13.91 -3.72
H 18.70 16.05 -6.80
H 19.76 14.70 -6.91
*
```

Energy = -31303.3471 eV
Relative energy (zero: lowest compared OMol25 entry of this formula, charge and spin) = 609.7 kJ/mol



No. 6
Molecular formula: C4H8BN
Method: DFT, ωB97M-V with the def2-TZVPD basis set

Structure (ORCA input):
```
! RIJCOSX wB97M-V def2-TZVPD def2/J DEFGRID3
* xyz 0 1
H -0.83 2.12 2.03
B -1.22 1.30 1.34
N -1.85 0.90 0.35
H -2.34 0.51 -0.45
C 1.09 -1.73 0.93
C 0.94 -1.20 -0.34
C 0.85 0.25 -0.54
C -0.12 0.66 -1.34
H 1.10 -2.82 1.12
H 0.98 -1.12 1.73
H 0.83 -1.83 -1.24
H 1.49 0.99 -0.07
H -0.22 1.79 -1.37
H -0.70 0.19 -2.16
*
```

SMILES string = [H]/B=N/[H].C=CC=C
Energy = -6440.9739 eV
Relative energy (zero: lowest compared OMol25 entry of this formula, charge and spin) = 346.9 kJ/mol



No. 7
Molecular formula: C4H8BO4
Method: DFT, ωB97M-V with the def2-TZVPD basis set

Structure (ORCA input):
```
! RIJCOSX wB97M-V def2-TZVPD def2/J DEFGRID3
* xyz -1 1
B 0.83 0.02 0.87
C 0.48 2.05 -0.74
C -0.19 -1.42 -1.10
C -1.73 -0.22 0.49
C -0.31 -0.55 0.13
O -0.14 2.76 -0.05
O 1.14 1.73 -1.66
O 0.69 0.76 2.07
O 2.22 -0.20 0.54
H -0.40 -2.48 -0.88
H -0.91 -1.12 -1.88
H 0.81 -1.38 -1.54
H -2.30 -1.10 0.84
H -2.28 0.19 -0.37
H -1.74 0.52 1.28
H 1.56 1.06 2.33
H 2.28 -0.61 -0.32
*
```

Energy = -13147.4830 eV
Relative energy (zero: lowest compared OMol25 entry of this formula, charge and spin) = 86.0 kJ/mol



No. 8
Molecular formula: C4H8BrHgNO3
Method: DFT, ωB97M-V with the def2-TZVPD basis set

Structure (ORCA input):
```
! RIJCOSX wB97M-V def2-TZVPD def2/J DEFGRID3
* xyz 2 1
N 3.05 -0.62 0.16
C 1.88 0.05 -0.51
C 0.75 0.38 0.63
C -0.61 1.05 0.07
O -1.68 0.64 0.91
C -2.53 -0.17 0.18
O -2.18 -0.91 -0.77
O -3.87 -0.16 0.59
Br -4.63 -1.76 0.02
H 2.83 -0.54 1.17
H 3.02 -1.64 0.00
H 1.48 -0.66 -1.38
H 2.31 1.00 -0.96
H 0.57 -0.58 1.23
H 1.21 1.12 1.36
H -0.82 0.91 -1.06
H -0.50 2.18 0.22
Hg -0.28 -0.28 -1.86
*
```

Energy = -86101.4817 eV



- Among the records above, which one has the lowest energy?
  C4H8BrHgNO3